Arrangement P

11
Properties=species:S:1:pos:R:3 method="wB97M-V/def2-TZVPD" lumo_ha=0.0238 homo_lumo_gap_ha=0.3681 smiles="O=C1NOCON1"
O -2.45641 -0.01912 0.03082
C -1.31027 0.11821 0.03072
N -0.68028 -1.17599 -0.03091
O 0.78637 -1.20520 -0.21054
C 1.31003 -0.06786 0.35910
O 0.80144 0.96568 -0.45463
N -0.40420 1.29125 0.17777
H -1.24281 -1.90280 -0.53255
H 2.30238 -0.09099 -0.10869
H 1.59342 0.01645 1.35209
H -0.69968 2.07038 -0.61318

***

Arrangement Q

11
Properties=species:S:1:pos:R:3 method="wB97M-V/def2-TZVPD" lumo_ha=0.0265 homo_lumo_gap_ha=0.3953
N 0.13733 -1.11944 1.48325
C 0.64382 0.63947 -0.29168
N 0.53230 0.73077 -1.62741
C -1.05067 -0.79330 0.79231
O 0.46495 -1.06170 0.04300
O 1.29018 1.25586 0.48837
O -1.38420 0.34255 0.33517
H 0.56064 -0.29958 1.92939
H 0.88748 1.58256 -2.03678
H -0.27018 0.28864 -2.04710
H -1.81164 -1.56583 0.93149

***

Arrangement R

11
Properties=species:S:1:pos:R:3 method="wB97M-V/def2-TZVPD" lumo_ha="-0.0313 / -0.0024" homo_lumo_gap_ha="0.2609 / 0.3383"
C 2.02491 -0.31012 -0.20163
C -1.43751 -0.22841 -0.47844
N 1.63683 0.81222 0.39745
N -0.23205 0.43270 -0.79620
O 2.93136 -1.04154 -0.40715
O 0.26425 1.13150 0.35472
O -1.39219 -1.17896 0.57552
H -1.75864 -0.57146 -1.51005
H -2.15203 0.43662 -0.24269
H 2.09843 1.32134 1.13060
H -1.98336 -0.80390 1.17788

***

The least stable of them is arrangement R.

***

Arrangement P

24
Properties=species:S:1:pos:R:3 method="wB97M-V/def2-TZVPD" lumo_ha=-0.0126 homo_lumo_gap_ha=0.2834
C 3.04195 -0.13280 0.75631
C 1.82549 -0.77006 0.79847
C 2.00858 0.30039 -1.07671
C -1.90325 2.14653 -0.29357
C -0.82152 2.27822 0.60034
C -2.33933 0.85989 -0.20284
C -0.56835 1.05019 1.21289
C -1.43487 0.15189 0.62927
C -0.73093 -2.27761 -0.50979
C -0.19239 -0.91057 -0.73816
N 3.15056 0.49282 -0.49166
N 1.15916 -0.53003 -0.45354
H 3.87267 -0.00448 1.45734
H 1.36666 -1.45271 1.51312
H 1.85935 0.70610 -2.15705
H -2.26545 2.93850 -0.89212
H -0.39576 3.18748 0.84196
H -3.08465 0.41214 -0.74105
H 0.44565 0.82070 1.66056
H -1.69006 -0.78502 1.10385
H -1.85750 -2.29019 -0.57246
H -0.44183 -2.68932 0.45003
H -0.44343 -2.98938 -1.26889
H -0.56074 -0.51269 -1.62632

***

Arrangement Q

24
Properties=species:S:1:pos:R:3 method="wB97M-V/def2-TZVPD" lumo_ha=-0.0016 homo_lumo_gap_ha=0.3079
C 2.46996 -1.26535 1.13856
C 2.04085 -0.70760 -0.23272
C 0.84422 -1.45860 -0.84542
C -0.40292 -0.77109 -0.53898
C -1.39521 -1.54613 -0.24954
C -2.70009 -1.05195 0.17854
C -2.79880 0.24713 0.59040
C -1.76101 1.08392 0.13121
C -0.51864 0.62077 -0.23878
C 0.61768 1.33786 -0.22847
H 3.03376 -0.06572 1.46929
H 1.60148 -1.70357 1.81420
H 3.47149 -2.21603 1.51026
H 3.18140 -0.54734 -0.73663
H 0.51818 -2.64866 -0.71826
H 0.87536 -1.39319 -2.00107
H -1.21152 -2.69499 -0.53469
H -3.66804 -1.62527 0.50624
H -3.63599 0.75119 1.06690
H -1.55438 2.07215 0.67134
H 1.66273 3.09652 -0.08288
H 0.10031 3.21790 0.48480
N 0.60734 2.78428 -0.27017
N 1.85682 0.76191 0.03041

***

The least stable of them is arrangement Q.

***

Arrangement P

14
Properties=species:S:1:pos:R:3 method="wB97M-V/def2-TZVPD" lumo_ha="-0.1496 / -0.3879" homo_lumo_gap_ha="0.3504 / 0.0948" charge=+1 spin_multiplicity=2
C -2.73790 0.28606 0.17536
N -3.91918 0.59399 -0.17888
H -1.95905 -0.01141 -0.63700
H -2.52285 0.15132 1.29693
H -4.39664 0.82001 0.72419
H 1.29268 0.86113 -1.25450
C 2.28326 -0.45595 -0.48080
O 1.86731 0.90501 -0.44196
C 1.96520 -1.09970 0.85628
H 3.39845 -0.69643 -0.56286
H 1.91520 -0.88680 -1.42836
H 2.46824 -0.64722 1.66818
H 2.44559 -2.05619 0.70359
H 0.79077 -1.31486 0.97265

***

Arrangement Q

14
Properties=species:S:1:pos:R:3 method="wB97M-V/def2-TZVPD" lumo_ha="-0.2684 / -0.2733" homo_lumo_gap_ha="0.2861 / 0.3010" charge=+1 spin_multiplicity=2
C -0.36645 1.56828 0.49269
C -1.03399 0.57761 -0.06877
N -0.78647 -0.04044 -1.36919
C 0.15066 -1.15797 -1.19438
H 1.50064 -0.06937 -0.23935
H 0.15706 2.33695 -0.07066
H -1.82813 0.03474 0.39696
H -0.30536 0.62017 -2.02932
H 1.00478 -0.68662 -0.68254
H 0.48024 -1.61589 -2.10090
H -0.29039 -1.92176 -0.46957
H 1.48448 -0.27831 2.77406
H 0.85234 0.28155 1.46658
O 1.24354 -0.54323 1.89522

***

The least stable of them is arrangement Q.

***

Arrangement P

10
Properties=species:S:1:pos:R:3 method="wB97M-V/def2-TZVPD" lumo_ha="0.0076 / -0.0611" homo_lumo_gap_ha="0.3057 / 0.2572" spin_multiplicity=3
C -0.54293 0.41765 0.69273
C 0.34131 -0.05329 -0.16624
C -1.63269 1.08583 -1.06198
C 1.48090 -0.93736 0.09959
N -1.59154 1.13101 0.20153
Br -3.05880 1.44604 -2.12706
H -0.37256 0.51192 1.70041
H 1.37268 -1.73080 0.86005
H 2.30330 -0.39225 0.51033
H 1.70032 -1.47875 -0.70935

***

Arrangement Q

10
Properties=species:S:1:pos:R:3 method="wB97M-V/def2-TZVPD" lumo_ha="0.0189 / -0.1235" homo_lumo_gap_ha="0.2523 / 0.2924" spin_multiplicity=3
C 1.27669 1.34346 0.11247
C -1.15831 0.81152 -0.10578
C 0.02615 0.23097 -0.08732
C 0.35657 -1.26012 0.02851
N 2.19010 2.00838 0.03471
Br -2.80128 -0.09765 0.03463
H -1.40209 1.91034 -0.16675
H -0.00650 -1.74010 -0.81683
H 0.06468 -1.74870 0.90744
H 1.45398 -1.45811 0.05892

***

The least stable of them is arrangement P.

***

Arrangement P

24
Properties=species:S:1:pos:R:3 method="wB97M-V/def2-TZVPD" lumo_ha=0.0192 homo_lumo_gap_ha=0.3701
C -0.79742 0.42877 0.32832
C 0.15458 -0.58671 -1.55399
C 0.31511 1.44105 -0.00437
C -0.25593 2.69215 -0.77677
C -1.70427 -1.69175 -0.39402
C 1.92053 -0.32474 1.85423
N -0.80577 -0.62555 -0.49475
N 1.29792 0.70494 -0.74022
O -1.40425 0.47956 1.37366
O 3.46076 0.86385 0.13760
O 2.56963 -1.45057 -0.43192
S 2.44190 -0.11592 0.12995
H 0.85668 -1.37258 -1.69001
H -0.14208 -0.03386 -2.44010
H 0.67180 1.77095 0.91570
H -1.25110 2.88948 -0.31132
H -0.49294 2.75888 -1.92745
H 0.46402 3.42344 -0.65194
H -1.14322 -2.65025 -0.29798
H -2.25262 -1.45926 0.47849
H -2.35264 -1.84941 -1.24772
H 1.19956 -1.14525 2.05343
H 2.91993 -0.41700 2.22838
H 1.38844 0.58174 2.05142

***

Arrangement Q

24
Properties=species:S:1:pos:R:3 method="wB97M-V/def2-TZVPD" lumo_ha=0.0179 homo_lumo_gap_ha=0.3717 smiles="C[C@H](NC(=O)[C@@H](N)CS)C(=O)O"
C 2.62287 0.84785 1.59318
C 2.27757 0.80015 0.10352
N 0.83409 0.88190 -0.12978
C -0.09322 0.04595 0.35539
O 0.15792 -0.99432 0.96058
C -1.54370 0.49370 0.14051
N -1.62492 1.48220 -0.92350
C -2.44028 -0.73828 -0.02558
S -4.21417 -0.33282 -0.10344
C 2.94818 -0.40870 -0.57585
O 3.90885 -0.27192 -1.29453
O 2.45181 -1.61396 -0.29118
H 2.16685 0.02363 2.14653
H 2.24703 1.75953 2.03658
H 3.68314 0.77990 1.71516
H 2.74296 1.68315 -0.38810
H 0.44084 1.68016 -0.64703
H -1.82547 0.97933 1.06229
H -2.53628 1.97176 -0.86693
H -1.61647 1.03323 -1.85158
H -2.22292 -1.46309 0.75719
H -2.20212 -1.24452 -0.98896
H -4.35005 -0.05971 1.22461
H 1.65789 -1.56949 0.28216

***

The least stable of them is arrangement P.

***

Arrangement P

8
Properties=species:S:1:pos:R:3 method="wB97M-V/def2-TZVPD" lumo_ha="-0.1872 / -0.1951" homo_lumo_gap_ha="0.2519 / 0.2401" charge=+1 spin_multiplicity=2
C -0.23298 1.52731 0.58118
H -0.35530 2.28774 -0.19385
H 0.03631 1.83628 1.59528
O -1.30783 0.58349 0.60031
C -0.94627 -0.50367 -0.00268
O -0.17312 -1.10488 -0.64763
Li 0.67219 -2.88693 -0.32948
Cu 1.53893 0.49513 -0.60940

***

Arrangement Q

8
Properties=species:S:1:pos:R:3 method="wB97M-V/def2-TZVPD" lumo_ha="-0.3105 / -0.3111" homo_lumo_gap_ha="0.1273 / 0.2672" charge=+1 spin_multiplicity=2
C -0.43677 -0.16229 1.13585
C -1.27727 0.79614 0.42341
O -2.51578 0.43496 0.08009
O -0.45470 -1.43381 0.80973
H -0.24723 0.68078 -0.29220
Cu -4.40368 -0.70896 0.54470
Li -3.15242 -0.75761 1.29035
H -1.10608 1.80549 0.86731

***

The least stable of them is arrangement Q.